Record 1
Entry from the OMol25 dataset: a structure of composition C49H51N8O2S3Sn (the ωB97M-V functional and the def2-TZVPD basis).

```
! RIJCOSX wB97M-V def2-TZVPD def2/J DEFGRID3
* xyz -1 1
Sn -0.166 -0.580 0.730
C -0.432 1.896 -2.532
C -0.436 2.516 -1.129
C -1.042 3.924 -1.168
C 0.906 2.450 -0.329
C 1.854 3.630 -0.693
C 2.964 3.817 0.301
C 2.744 3.564 1.587
C 1.528 2.934 2.067
C 1.450 2.631 3.549
C 2.605 1.706 3.959
C 1.403 3.899 4.399
C 0.638 2.443 1.174
N -0.401 1.583 1.567
C -1.352 1.996 2.416
O -1.624 3.156 2.732
C -2.127 0.869 3.074
C -3.182 1.159 3.923
C -3.792 0.108 4.591
C -3.319 -1.179 4.400
C -2.268 -1.394 3.515
N -1.701 -0.375 2.861
C -1.729 -2.809 3.358
O -2.221 -3.680 4.107
N -0.749 -2.906 2.488
C -0.087 -4.107 2.233
C -0.672 -5.174 1.509
C 0.106 -6.284 1.203
C 1.431 -6.377 1.603
C 1.995 -5.343 2.328
C 1.260 -4.205 2.642
C 1.879 -3.122 3.508
C 3.209 -2.596 2.961
C 2.042 -3.633 4.944
C -2.126 -5.093 1.080
C -2.741 -6.448 0.733
C -2.303 -4.131 -0.101
H -1.417 2.045 -2.991
H -0.227 0.828 -2.488
H 0.315 2.348 -3.184
H -1.128 1.919 -0.539
H -0.508 4.578 -1.858
H -1.047 4.375 -0.171
H -2.079 3.856 -1.507
H 1.249 4.543 -0.646
H 3.890 4.262 -0.047
H 3.510 3.810 2.315
H 0.532 2.082 3.740
H 3.576 2.194 3.848
H 2.604 0.810 3.333
H 2.496 1.402 5.003
H 2.299 4.511 4.261
H 1.331 3.641 5.460
H 0.527 4.492 4.130
H -3.486 2.189 4.043
H -4.613 0.296 5.271
H -3.725 -2.030 4.927
H -0.323 -7.098 0.630
H 2.015 -7.257 1.358
H 3.023 -5.428 2.666
H 1.175 -2.290 3.536
H 3.924 -3.406 2.793
H 3.654 -1.894 3.670
H 3.066 -2.068 2.016
H 2.776 -4.443 4.988
H 1.090 -4.015 5.319
H 2.380 -2.830 5.606
H -2.676 -4.698 1.934
H -2.316 -6.864 -0.186
H -3.815 -6.330 0.575
H -2.591 -7.168 1.540
H -1.780 -4.516 -0.983
H -1.895 -3.148 0.136
H -3.361 -4.015 -0.353
N -2.102 -1.671 -2.907
C -2.809 -0.740 -2.166
C -3.970 -0.228 -2.775
C -4.742 0.685 -2.101
C -4.365 1.071 -0.818
C -3.221 0.511 -0.297
N -2.441 -0.367 -0.944
C -0.895 -2.342 -2.723
C -0.574 -3.342 -3.651
C 0.613 -4.026 -3.503
C 1.463 -3.687 -2.457
C 1.065 -2.673 -1.611
N -0.091 -2.018 -1.728
H -2.562 -1.920 -3.764
H -4.242 -0.554 -3.772
H -5.633 1.091 -2.563
H -4.940 1.783 -0.244
H -2.900 0.774 0.704
H -1.251 -3.570 -4.466
H 0.873 -4.817 -4.194
H 2.400 -4.199 -2.295
H 1.709 -2.350 -0.798
S 4.611 2.847 -5.471
C 3.643 3.258 -4.196
S 3.747 2.615 -2.580
C 2.382 3.585 -2.093
N 1.908 4.315 -3.033
N 2.592 4.125 -4.205
C 2.078 4.805 -5.349
C 0.728 4.669 -5.640
C 0.189 5.351 -6.719
C 0.999 6.162 -7.503
C 2.347 6.291 -7.202
C 2.893 5.615 -6.122
S 1.759 0.814 -0.551
H 0.114 4.036 -5.012
H -0.863 5.244 -6.950
H 0.578 6.694 -8.347
H 2.978 6.927 -7.811
H 3.942 5.710 -5.881
*
```

Orbital gap in eV: 6.55
E_LUMO in Eh: 0.074
HOMO energy in eV: -4.5
ΔE to the lowest compared entry with this formula, charge and spin in kJ/mol: 158.08

These are the Löwdin partial charges, in e, on atoms 1 to 6: atom 1 (Sn): 1.237, atom 2 (C): -0.082, atom 3 (C): -0.399, atom 4 (C): -0.056, atom 5 (C): -0.617, atom 6 (C): -0.297



Record 2
Entry from the OMol25 dataset: a cluster of 2 separate species, C2H7OPS in total (the ωB97M-V functional and the def2-TZVPD basis).

```
! RIJCOSX wB97M-V def2-TZVPD def2/J DEFGRID3
* xyz 0 1
C 0.426 1.115 -0.122
C -1.853 -0.053 0.644
O 1.083 0.011 -0.605
P 1.442 -1.441 0.056
S -1.663 -0.908 -0.881
H 0.617 1.371 0.957
H 0.205 1.835 -0.906
H -2.136 0.970 0.521
H -1.505 -0.425 1.572
H 2.546 -1.442 -0.702
H 2.143 -1.069 1.160
H -1.305 0.038 -1.694
*
```

Orbital gap (alpha / beta) in eV: 8.16 / 7.72
E_LUMO (alpha / beta) in Eh: 0.023 / 0.012
HOMO energy (alpha / beta) in eV: -7.5 / -7.4
ΔE to the lowest compared entry with this formula, charge and spin in kJ/mol: 575.27

These are the Löwdin partial charges, in e, on atoms 1 to 6: atom 1 (C): -0.151, atom 2 (C): -0.418, atom 3 (O): -0.616, atom 4 (P): 0.811, atom 5 (S): 0.640, atom 6 (H): 0.082



Record 3
Entry from the OMol25 dataset: a structure of composition C30H31GaN3O5S (the ωB97M-V functional and the def2-TZVPD basis).

```
! RIJCOSX wB97M-V def2-TZVPD def2/J DEFGRID3
* xyz 1 1
Ga -5.059 -9.118 15.686
C -5.362 -7.080 21.281
N -4.402 -7.750 20.425
C -3.468 -8.699 20.973
C -4.444 -7.579 19.074
O -3.658 -8.101 18.283
C -5.518 -6.684 18.459
O -5.497 -6.661 17.020
C -4.636 -5.737 16.502
C -3.533 -6.456 15.727
O -3.683 -7.656 15.392
N -2.482 -5.775 15.307
C -1.450 -6.467 14.487
C -2.471 -4.306 15.295
H -4.844 -6.760 22.172
H -5.797 -6.135 20.889
H -6.202 -7.774 21.562
H -3.868 -9.057 21.940
H -3.471 -9.632 20.340
H -2.416 -8.346 21.064
H -6.511 -7.078 18.668
H -5.533 -5.684 18.853
H -5.158 -5.147 15.684
H -4.223 -5.058 17.305
H -1.629 -6.263 13.468
H -0.537 -5.951 14.807
H -1.391 -7.491 14.693
H -3.212 -3.912 15.963
H -1.491 -3.987 15.601
H -2.684 -3.912 14.277
C -8.548 -9.819 18.218
C -8.052 -10.932 18.866
C -6.717 -11.374 18.650
C -5.889 -10.678 17.793
C -6.338 -9.530 17.120
C -7.643 -9.117 17.395
C -4.496 -11.078 17.512
C -3.814 -11.903 18.405
C -2.660 -12.506 18.015
C -2.082 -12.101 16.797
C -0.850 -12.625 16.396
C -0.232 -12.085 15.312
C -0.864 -11.071 14.553
C -2.099 -10.621 14.879
C -2.726 -11.102 16.065
N -3.923 -10.647 16.387
H -9.510 -9.441 18.404
H -8.699 -11.493 19.537
H -6.352 -12.233 19.152
H -8.042 -8.299 16.777
H -4.314 -12.239 19.296
H -2.160 -13.253 18.620
H -0.368 -13.418 16.927
H 0.710 -12.462 14.977
H -0.436 -10.555 13.710
H -2.579 -9.835 14.227
O -3.318 -3.710 10.358
C -2.650 -4.617 11.000
O -1.487 -4.476 11.258
C -3.459 -5.808 11.490
C -3.006 -7.157 11.478
C -3.745 -8.098 12.136
C -4.961 -7.768 12.751
S -5.931 -9.017 13.590
C -5.473 -6.492 12.653
C -4.694 -5.506 12.049
H -4.206 -4.019 10.171
H -2.021 -7.431 11.133
H -3.382 -9.117 12.219
H -6.487 -6.239 13.049
H -5.096 -4.469 12.040
*
```

Orbital gap in eV: 8.00
E_LUMO in Eh: -0.116
HOMO energy in eV: -11.2

These are the Löwdin partial charges, in e, on atoms 1 to 6: atom 1 (Ga): 0.433, atom 2 (C): -0.041, atom 3 (N): -0.145, atom 4 (C): -0.036, atom 5 (C): -0.396, atom 6 (O): 0.061



Record 4
Entry from the OMol25 dataset: the molecule C3H8N2 (the ωB97M-V functional and the def2-TZVPD basis).

```
! RIJCOSX wB97M-V def2-TZVPD def2/J DEFGRID3
* xyz 0 1
C -1.376 -0.794 1.127
C -0.141 -0.134 0.463
N 0.311 1.072 0.985
C 0.242 -0.486 -0.851
N 1.120 0.208 -1.762
H -1.540 -1.747 0.789
H -1.192 -1.038 2.221
H -2.270 -0.134 1.121
H -0.067 1.533 1.873
H 1.349 1.199 0.816
H -0.491 -1.270 -1.330
H 0.762 1.153 -1.766
H 1.081 -0.173 -2.708
*
```

Orbital gap in eV: 8.22
E_LUMO in Eh: 0.040
SMILES string: C/C(N)=C/N
HOMO energy in eV: -7.1
ΔE to the lowest compared entry with this formula, charge and spin in kJ/mol: 227.17

These are the Löwdin partial charges, in e, on atoms 1 to 6: atom 1 (C): -0.073, atom 2 (C): -0.407, atom 3 (N): 0.023, atom 4 (C): -0.203, atom 5 (N): -0.007, atom 6 (H): 0.023



Record 5
Entry from the OMol25 dataset: the ion C5H5Cl3N3O2 with charge +1 (the ωB97M-V functional and the def2-TZVPD basis).

```
! RIJCOSX wB97M-V def2-TZVPD def2/J DEFGRID3
* xyz 1 1
C 0.343 1.812 0.108
N 0.197 0.414 0.046
C 1.268 -0.531 0.015
N 2.682 -0.089 0.047
O 3.349 -0.784 0.693
O 2.979 0.881 -0.640
C 0.817 -1.798 -0.020
N -0.557 -1.665 -0.147
C -0.861 -0.352 -0.039
C -2.442 0.084 0.034
Cl -2.800 0.976 -1.460
Cl -3.448 -1.388 0.152
Cl -2.815 1.015 1.456
H -0.439 2.113 -0.515
H 0.372 2.396 1.094
H 1.301 2.020 -0.217
H 1.319 -2.724 -0.335
H -1.262 -2.379 -0.271
*
```

Orbital gap in eV: 10.55
E_LUMO in Eh: -0.163
SMILES string: Cn1c([N+](=O)[O-])c[nH+]c1C(Cl)(Cl)Cl
HOMO energy in eV: -15.0
ΔE to the lowest compared entry with this formula, charge and spin in kJ/mol: 0.00

These are the Löwdin partial charges, in e, on atoms 1 to 6: atom 1 (C): 0.020, atom 2 (N): 0.040, atom 3 (C): -0.054, atom 4 (N): -0.345, atom 5 (O): 0.192, atom 6 (O): 0.115



Record 6
Entry from the OMol25 dataset: the molecule C4H2O2 (the ωB97M-V functional and the def2-TZVPD basis).

```
! RIJCOSX wB97M-V def2-TZVPD def2/J DEFGRID3
* xyz 0 1
O -2.874 -0.283 0.344
C -1.924 -0.694 -0.274
C -0.571 -0.176 -0.092
C 0.558 0.226 0.062
C 1.924 0.697 0.267
O 2.705 0.106 0.980
H -2.016 -1.502 -1.023
H 2.198 1.626 -0.263
*
```

Orbital gap in eV: 10.45
E_LUMO in Eh: -0.020
SMILES string: O=CC#CC=O
HOMO energy in eV: -11.0
ΔE to the lowest compared entry with this formula, charge and spin in kJ/mol: 31.41

These are the Löwdin partial charges, in e, on atoms 1 to 6: atom 1 (O): 0.074, atom 2 (C): -0.267, atom 3 (C): 0.070, atom 4 (C): 0.069, atom 5 (C): -0.262, atom 6 (O): 0.070



Record 7
Entry from the OMol25 dataset: a cluster of 2 separate species, C2H9N2O in total (the ωB97M-V functional and the def2-TZVPD basis).

```
! RIJCOSX wB97M-V def2-TZVPD def2/J DEFGRID3
* xyz -1 1
C -0.236 -2.145 -0.011
O -1.139 -1.289 -0.660
H -0.267 -3.121 -0.525
H 0.808 -1.751 -0.100
H -0.372 -2.207 1.076
N -0.953 0.966 0.647
C 0.362 1.574 0.537
N 1.101 1.329 -0.736
H -1.499 1.236 -0.179
H -0.958 -0.120 0.277
H 0.304 2.662 0.577
H 0.940 1.093 1.322
H 1.475 0.395 -0.729
H 0.435 1.377 -1.497
*
```

Orbital gap in eV: 7.48
E_LUMO in Eh: 0.171
HOMO energy in eV: -2.8
ΔE to the lowest compared entry with this formula, charge and spin in kJ/mol: 77.00

These are the Löwdin partial charges, in e, on atoms 1 to 6: atom 1 (C): -0.384, atom 2 (O): -0.444, atom 3 (H): 0.036, atom 4 (H): 0.027, atom 5 (H): 0.038, atom 6 (N): -0.079



Record 8
Entry from the OMol25 dataset: a structure of composition C16H34CuO3P2S (the ωB97M-V functional and the def2-TZVPD basis).

```
! RIJCOSX wB97M-V def2-TZVPD def2/J DEFGRID3
* xyz 0 2
P 1.547 -1.281 -1.364
P 2.220 1.728 -0.888
C 1.723 -0.133 -2.852
C 2.562 1.154 -2.596
H 0.697 0.188 -3.077
H 2.092 -0.756 -3.677
H 3.637 0.978 -2.737
H 2.291 1.998 -3.252
C 0.568 2.489 -1.035
H 0.241 2.632 -0.007
H -0.147 1.826 -1.516
H 0.605 3.440 -1.566
C 3.270 3.078 -0.314
H 3.154 4.023 -0.865
H 4.315 2.751 -0.325
H 2.942 3.207 0.726
C -0.061 -2.071 -1.816
H -0.373 -2.864 -1.127
H 0.059 -2.563 -2.790
H -0.926 -1.405 -1.905
C 2.516 -2.831 -1.507
H 3.572 -2.627 -1.318
H 2.360 -3.260 -2.505
H 2.151 -3.541 -0.746
Cu 2.131 -0.015 0.159
C -3.004 0.538 -0.705
C -3.728 -0.198 -1.568
C -4.742 -1.266 -1.280
C -4.632 -1.889 0.121
C -3.303 -2.563 0.256
C -2.326 -2.133 1.053
C -1.893 -0.693 1.297
C -2.839 0.394 0.791
C 3.407 -0.732 1.434
H -2.597 1.489 -1.084
H -3.725 0.086 -2.631
H -4.633 -2.040 -2.049
H -5.757 -0.875 -1.410
H -4.765 -1.137 0.903
H -5.418 -2.648 0.267
H -3.190 -3.479 -0.352
H -1.614 -2.853 1.492
H -0.882 -0.498 0.902
H -1.719 -0.561 2.385
H -3.807 0.271 1.271
H -2.446 1.343 1.187
H 4.439 -0.872 1.042
H 3.075 -1.669 1.903
H 3.363 0.099 2.182
C 1.251 2.827 4.236
S 1.141 1.116 3.653
O 2.469 0.553 3.978
O 0.007 0.548 4.371
O 0.904 1.247 2.184
H 1.364 2.798 5.324
H 0.328 3.343 3.957
H 2.126 3.307 3.791
*
```

Orbital gap (alpha / beta) in eV: 8.50 / 6.48
Expectation value of S²: 0.756
E_LUMO (alpha / beta) in Eh: 0.008 / -0.068
HOMO energy (alpha / beta) in eV: -8.3 / -8.3
ΔE to the lowest compared entry with this formula, charge and spin in kJ/mol: 78.20

These are the Löwdin partial charges, in e, on atoms 1 to 6: atom 1 (P): 0.805, atom 2 (P): 0.741, atom 3 (C): -0.348, atom 4 (C): -0.371, atom 5 (H): 0.075, atom 6 (H): 0.085



Number 1: largest force on an atom 0.0111 Eh/bohr. Number 2: largest force on an atom 0.0509 Eh/bohr. Number 3: largest force on an atom 0.0588 Eh/bohr. Number 4: largest force on an atom 0.0699 Eh/bohr. Number 5: largest force on an atom 0.0912 Eh/bohr. Number 6: largest force on an atom 0.0164 Eh/bohr. Number 7: largest force on an atom 0.0403 Eh/bohr. Number 8: largest force on an atom 0.0727 Eh/bohr.